1.
Molecular formula: C19H27N5OP
Method: DFT, the ωB97M-V functional and the def2-TZVPD basis

Computed properties:
* largest force on an atom: 4.35 eV/A
* LUMO level: -3.22 eV
* HOMO energy: -11.47 eV
* total charge: +1

Last column: Löwdin charge in e.
Geometry (Å):
N  0.9177  2.8186  -2.2379  -0.253
P  0.4826  1.4041  -1.6736  0.816
N  -1.2933  1.1512  -1.5421  -0.223
C  -1.5132  -0.2158  -0.9281  -0.145
C  -3.0218  -0.5556  -0.7290  -0.158
O  -3.8052  0.4919  -0.1788  -0.122
C  -3.5115  1.7547  -0.7464  -0.155
C  -1.9841  2.1037  -0.6169  -0.104
H  0.0871  3.3849  -2.4119  -0.015
H  1.0982  1.1946  -0.4017  0.054
H  0.9498  0.3662  -2.5397  0.045
H  -1.7104  1.1808  -2.4779  0.172
H  -1.0245  -0.9831  -1.5604  0.139
H  -1.0126  -0.2511  0.0584  0.123
H  -3.4614  -0.8652  -1.6991  0.140
H  -3.0532  -1.4418  -0.0706  0.128
H  -3.8287  1.7750  -1.8168  0.143
H  -4.1070  2.5102  -0.2102  0.147
H  -1.8496  3.1591  -0.8997  0.137
H  -1.7062  1.9122  0.4325  0.152
N  -2.0904  -3.0189  3.3600  0.049
C  -2.7811  -3.2268  4.4845  -0.131
C  -3.7472  -2.3574  4.9670  -0.054
C  -4.0094  -1.2035  4.2474  -0.064
C  -3.3010  -0.9657  3.0791  -0.068
C  -2.3607  -1.9017  2.6836  -0.180
H  -2.5372  -4.1398  5.0151  0.110
H  -4.2783  -2.5782  5.8826  0.109
H  -4.7552  -0.4980  4.5917  0.111
H  -3.4767  -0.0748  2.4893  0.090
H  -1.7823  -1.7629  1.7744  0.082
N  1.8278  -1.2148  3.0040  0.032
C  1.1445  -2.1800  3.6338  -0.155
C  1.6984  -3.0240  4.5814  -0.063
C  3.0385  -2.8664  4.8972  -0.072
C  3.7676  -1.8754  4.2580  -0.070
C  3.1194  -1.0811  3.3271  -0.165
H  0.1038  -2.2676  3.3534  0.058
H  1.0963  -3.7850  5.0592  0.104
H  3.5093  -3.5072  5.6323  0.109
H  4.8154  -1.7225  4.4777  0.104
H  3.6485  -0.2915  2.8050  0.098
N  4.4656  2.2017  -4.5325  0.052
C  5.0635  1.8189  -5.6655  -0.151
C  4.4476  1.8350  -6.9069  -0.071
C  3.1339  2.2689  -6.9822  -0.083
C  2.4919  2.6693  -5.8203  -0.085
C  3.1983  2.6189  -4.6289  -0.176
H  6.0890  1.4847  -5.5569  0.104
H  4.9826  1.5160  -7.7911  0.104
H  2.6171  2.2954  -7.9338  0.106
H  1.4663  3.0146  -5.8385  0.094
H  2.7412  2.9248  -3.6973  0.052

---

2.
Molecular formula: C39H49ClFHfN6O7S3
Method: DFT, the ωB97M-V functional and the def2-TZVPD basis

Computed properties:
* largest force on an atom: 4.11 eV/A
* LUMO level: -3.30 eV
* HOMO energy: -9.98 eV
* total charge: +1

Last column: Löwdin charge in e.
Geometry (Å):
Hf  1.1077  2.8398  -2.2937  1.607
N  -1.2991  2.7446  -2.2060  -0.031
C  -1.6988  3.3990  -0.9510  -0.206
C  -1.5151  2.5565  0.3029  -0.063
C  -0.3277  1.5941  0.1782  -0.528
O  -0.3560  0.4175  0.5851  0.005
O  0.7525  1.9997  -0.4616  -0.286
H  -1.8067  3.2309  -2.9361  0.117
H  -1.6725  1.7855  -2.2845  0.081
H  -2.7709  3.6610  -0.9561  0.136
H  -1.0766  4.3571  -0.8771  0.135
H  -2.3871  2.0074  0.5015  0.105
H  -1.3216  3.0649  1.2297  0.137
C  -0.7075  -0.1626  -3.1492  -0.066
O  0.2883  0.8491  -3.3350  -0.307
C  1.4981  0.2032  -3.8570  -0.140
C  2.2143  1.1947  -4.7142  -0.127
O  2.2328  2.4511  -3.9914  -0.374
C  3.2460  3.2853  -4.5986  -0.017
H  -0.2914  -1.1466  -2.7706  0.133
H  -1.2414  -0.4502  -4.0531  0.110
H  -1.4918  0.1098  -2.3965  0.075
H  1.2049  -0.7012  -4.4070  0.149
H  2.1543  -0.0338  -2.9472  0.123
H  1.7035  1.4416  -5.6452  0.148
H  3.2578  0.8729  -4.9461  0.163
H  4.3035  2.8308  -4.5540  0.147
H  3.1954  4.1940  -3.9980  0.065
H  2.9381  3.4528  -5.6031  0.102
S  4.8506  -0.6027  0.9568  1.000
C  3.1493  -0.6497  1.1476  -0.407
C  2.4585  -0.5158  -0.0595  -0.224
N  3.3289  -0.4860  -1.1506  -0.051
C  4.5845  -0.4068  -0.7633  -0.442
H  2.7930  -0.9331  2.1551  0.077
H  1.3137  -0.4971  -0.1287  0.102
H  5.3854  -0.4385  -1.4376  0.054
O  6.6237  6.6151  -2.2437  -0.267
S  6.2268  5.2296  -2.3950  0.667
O  6.5922  4.4602  -3.5533  -0.292
N  4.5441  5.0375  -2.2592  -0.055
C  4.2778  4.3701  -1.1619  -0.776
S  2.7733  3.9168  -0.6093  0.766
C  5.4554  3.8564  -0.4382  -0.195
C  5.6073  3.0006  0.7612  -0.013
C  6.8712  2.5307  1.1397  -0.077
C  8.0122  3.0540  0.5027  -0.049
C  7.8960  3.8602  -0.6174  -0.036
C  6.6572  4.3182  -1.0032  -0.254
H  4.6727  2.7082  1.2781  0.097
H  6.9404  1.8771  1.9993  0.101
H  9.0076  2.8798  0.9620  0.127
H  8.7383  4.2027  -1.2064  0.130
F  -0.4308  8.4460  -4.5801  0.108
C  0.0204  7.2921  -4.1058  -0.286
C  0.0186  6.1792  -4.8934  0.014
C  0.3383  4.9228  -4.2819  -0.129
C  0.8186  4.8228  -2.9888  -0.397
C  0.8957  5.9701  -2.2450  -0.153
C  0.5253  7.1757  -2.8111  0.012
H  -0.3195  6.2032  -5.9193  0.121
H  0.1276  4.0683  -4.9644  0.110
H  1.2480  5.9308  -1.1978  0.070
H  0.8727  8.1173  -2.3374  0.141
C  -2.5871  -2.0875  5.5704  -0.060
C  -3.7738  -2.4516  4.6597  -0.525
C  -4.6063  -3.4206  5.5176  -0.064
C  -4.6666  -1.2532  4.3799  -0.056
C  -3.4378  -3.1117  3.2348  -0.385
O  -4.7255  -3.4993  2.7683  -0.054
C  -2.5669  -4.4376  3.5897  -0.103
C  -1.8971  -5.1371  2.4220  -0.152
C  -2.4103  -6.5833  2.3076  -0.188
C  -1.9437  -7.6016  3.2495  -0.011
C  -2.5729  -8.8394  3.2285  -0.110
C  -3.5197  -9.1586  2.2651  -0.668
Cl  -4.2292  -10.7589  2.1947  0.650
C  -3.8963  -8.2749  1.2824  -0.104
C  -3.3720  -6.9690  1.3459  -0.023
C  -2.6086  -2.2156  2.2498  -0.011
N  -3.2231  -2.0767  0.9053  -0.059
C  -2.7361  -1.4532  -0.1838  -0.145
N  -3.3273  -1.8920  -1.3003  0.058
C  -4.3193  -2.6791  -0.8675  -0.151
N  -4.2385  -2.8657  0.4840  0.071
H  -3.0609  -1.5318  6.3847  0.082
H  -1.8000  -1.4924  5.1012  0.079
H  -2.1441  -2.9541  6.1056  0.084
H  -5.2699  -2.8919  6.2344  0.102
H  -4.1377  -4.2695  5.9971  0.080
H  -5.3020  -3.9392  4.8600  0.082
H  -4.8337  -0.7013  5.3519  0.104
H  -5.6626  -1.5983  4.1375  0.083
H  -4.2914  -0.5708  3.6254  0.068
H  -4.7832  -3.4377  1.7773  0.023
H  -3.3004  -5.0779  4.0734  0.109
H  -1.7971  -4.1687  4.3904  0.128
H  -0.8189  -5.0883  2.4236  0.111
H  -2.3273  -4.7033  1.4921  0.101
H  -1.0968  -7.3640  3.8311  0.096
H  -2.3288  -9.5818  4.0100  0.115
H  -4.6376  -8.5914  0.6011  0.088
H  -3.5777  -6.2339  0.5916  0.096
H  -1.6174  -2.5705  2.1673  0.107
H  -2.5906  -1.1637  2.7349  0.144
H  -1.8619  -0.7768  -0.1117  0.098
H  -5.1099  -3.0910  -1.4978  0.120

---

3.
Molecular formula: C21H21N5
Method: DFT, the ωB97M-V functional and the def2-TZVPD basis

Computed properties:
* largest force on an atom: 4.17 eV/A
* SMILES: Cc1cccc(Nc2nc3cccc(-c4cccc(C(C)C)c4)n3n2)n1
* LUMO level: 0.27 eV
* HOMO energy: -7.84 eV
* total charge: 0

Last column: Löwdin charge in e.
Geometry (Å):
C  0.8120  -2.2968  7.1692  -0.052
C  0.5577  -1.4382  5.9968  -0.344
C  -0.7295  -1.1915  5.5061  -0.043
C  -0.9504  -0.2889  4.4471  -0.052
C  0.1729  0.3160  3.9361  -0.030
C  1.4338  -0.0640  4.3792  -0.313
N  2.6331  0.3811  3.8638  0.141
C  2.9181  0.7557  2.6057  -0.369
N  4.2312  0.9486  2.1500  0.185
C  4.0395  1.2214  0.9233  -0.322
C  5.0457  1.3742  -0.1215  -0.003
C  4.6460  1.5854  -1.3997  -0.074
C  3.2198  1.6313  -1.7017  -0.009
C  2.2327  1.4601  -0.7150  -0.110
C  0.7989  1.5298  -1.0170  -0.167
C  -0.1348  2.0988  -0.1420  -0.041
C  -1.4703  2.1928  -0.4880  -0.066
C  -1.9323  1.6888  -1.7114  -0.030
C  -1.0427  1.0892  -2.6030  -0.202
C  -1.4537  0.5379  -3.9366  -0.399
C  -2.4575  -0.6031  -3.8004  -0.068
C  -2.0889  1.6900  -4.7405  -0.069
C  0.3250  1.0650  -2.2380  0.024
N  2.7083  1.2443  0.5785  0.016
N  2.0173  0.9339  1.6953  0.158
N  1.6218  -0.8828  5.3933  0.155
H  0.6636  -3.3437  6.8038  0.096
H  0.0843  -2.0910  7.9820  0.087
H  1.8270  -2.1951  7.5659  0.077
H  -1.5793  -1.6791  5.9585  0.101
H  -1.9494  0.0291  4.1474  0.111
H  0.0605  1.1025  3.2128  0.088
H  3.4142  0.2481  4.4849  0.148
H  6.1098  1.2982  0.1562  0.117
H  5.3835  1.7182  -2.1751  0.099
H  2.9543  1.8502  -2.7383  0.106
H  0.2294  2.5166  0.8066  0.108
H  -2.1779  2.6500  0.2094  0.107
H  -2.9864  1.8018  -1.9484  0.112
H  -0.5867  0.1656  -4.5074  0.136
H  -3.4098  -0.2544  -3.3888  0.080
H  -2.0478  -1.3809  -3.1825  0.074
H  -2.6131  -1.0064  -4.8187  0.087
H  -3.1134  1.9412  -4.3886  0.087
H  -2.1384  1.3397  -5.7585  0.068
H  -1.4511  2.5746  -4.6701  0.084
H  1.0441  0.6072  -2.9092  0.113

---

4.
Molecular formula: C5H8N2
Method: DFT, the ωB97M-V functional and the def2-TZVPD basis

Computed properties:
* largest force on an atom: 7.98 eV/A
* LUMO level: 0.61 eV
* HOMO energy: -7.26 eV
* total charge: 0

Last column: Löwdin charge in e.
Geometry (Å):
C  1.6919  1.8078  -1.2845  -0.041
N  1.1413  0.7258  -0.5066  -0.344
C  -0.2041  0.5016  -0.5030  -0.193
C  -0.6962  -0.4964  0.0562  -0.248
C  -1.8053  -1.3723  1.4919  -0.005
C  -0.2684  -1.6158  0.4327  0.107
N  1.8004  -0.1307  0.1088  0.104
H  1.6713  1.5674  -2.3508  0.094
H  2.7164  1.9439  -0.9451  0.083
H  1.1084  2.7143  -1.1019  0.087
H  -0.8012  1.2367  -0.9905  0.102
H  -2.5869  -2.0987  1.2526  0.061
H  -2.2792  -0.4074  1.6556  0.065
H  -1.3963  -1.7503  2.4355  0.048
H  -0.0923  -2.6261  0.2489  0.080

---

5.
Molecular formula: C7H23HgO7
Method: DFT, the ωB97M-V functional and the def2-TZVPD basis

Computed properties:
* largest force on an atom: 2.95 eV/A
* LUMO level: -9.51 eV
* HOMO energy: -12.73 eV
* total charge: +1

Last column: Löwdin charge in e.
Geometry (Å):
Hg  0.0391  -0.2707  0.1226  0.913
C  3.7978  -1.6418  4.8255  0.049
C  2.8694  -1.3537  3.6356  -0.615
O  3.2260  -1.5640  2.4440  0.213
O  1.7027  -0.9569  3.8419  0.177
H  4.8086  -1.8169  4.4571  0.095
H  3.4960  -2.6158  5.2105  0.102
H  3.7630  -0.7931  5.5087  0.103
C  -2.4930  3.5632  2.0816  -0.138
O  -1.2192  3.2660  1.4664  -0.172
H  -2.3030  3.9506  3.0825  0.082
H  -3.0484  4.2334  1.4255  0.077
H  -3.1166  2.6692  2.0867  0.074
H  -0.7956  4.1237  1.3856  0.067
C  0.1819  -3.0696  -4.3054  -0.159
O  0.3533  -3.1241  -2.8862  -0.147
H  -0.5355  -2.3051  -4.6039  0.074
H  1.0628  -3.0202  -4.9454  0.077
H  -0.3562  -3.9566  -4.6399  0.075
H  0.4263  -4.0330  -2.5860  0.072
C  -2.9307  2.6686  -3.1597  -0.169
O  -2.6579  1.4112  -2.5763  -0.145
H  -2.9813  2.6183  -4.2474  0.081
H  -3.8865  3.0602  -2.8115  0.073
H  -2.2842  3.4760  -2.8158  0.079
H  -3.3039  0.7683  -2.8780  0.075
C  3.8394  3.0787  -1.6751  -0.184
O  2.7837  2.2007  -1.9461  -0.135
H  3.9000  3.3552  -0.6225  0.077
H  4.8265  2.6541  -1.8583  0.077
H  3.7505  4.0101  -2.2343  0.081
H  2.7140  2.1082  -2.8991  0.078
C  -2.4112  -4.0775  2.1054  -0.133
O  -2.7167  -2.8487  1.3734  -0.167
H  -3.1674  -4.8617  2.0695  0.081
H  -1.4201  -4.4602  1.8617  0.073
H  -2.2771  -3.8044  3.1521  0.070
H  -3.6365  -2.6417  1.5547  0.067